Below is C37H53ClO4SSiV as an isolated structure at a distorted geometry, with properties calculated with the ωB97M-V functional and the def2-TZVPD basis.

Each line ends with the Löwdin charge.
Cartesian coordinates (Å):
V  0.05129  0.21659  -0.17668  0.68
C  2.63841  2.23570  1.43160  -0.11
C  1.73169  1.79875  2.59857  -0.61
C  0.65576  2.88697  2.73776  -0.11
C  2.57792  1.79917  3.87842  -0.10
Si  0.87713  0.07707  2.17118  0.79
C  2.18900  -1.36541  2.40599  -0.63
C  2.50471  -1.73637  3.86240  -0.10
C  1.69004  -2.63038  1.68526  -0.12
C  3.50424  -0.97701  1.71892  -0.12
C  -0.61939  -0.21316  3.40921  -0.62
C  -0.39266  0.19581  4.87034  -0.10
C  -1.02028  -1.69371  3.40543  -0.12
C  -1.83148  0.57181  2.87957  -0.11
H  2.93940  3.28290  1.57480  0.08
H  2.12696  2.15981  0.46896  0.04
H  3.54873  1.64094  1.36896  0.06
H  1.13752  3.86752  2.85169  0.08
H  0.02479  2.73733  3.61359  0.06
H  0.00987  2.92851  1.85774  0.06
H  3.00446  2.79861  4.04286  0.08
H  3.41118  1.09839  3.81639  0.06
H  1.98926  1.54266  4.76009  0.06
H  1.64156  -2.16210  4.37418  0.06
H  2.83722  -0.87548  4.44363  0.06
H  3.30498  -2.48884  3.89519  0.08
H  0.82419  -3.07775  2.17170  0.06
H  2.48462  -3.38870  1.67197  0.08
H  1.41774  -2.41796  0.64699  0.05
H  4.03327  -0.18849  2.25386  0.06
H  3.33444  -0.63755  0.69254  0.06
H  4.17143  -1.84827  1.68259  0.08
H  0.44804  -0.34082  5.31500  0.07
H  -1.28640  -0.03632  5.46657  0.08
H  -0.20602  1.26345  4.97831  0.06
H  -0.31154  -2.31544  3.95049  0.06
H  -1.08809  -2.09304  2.38811  0.05
H  -1.99869  -1.81857  3.88976  0.09
H  -1.69078  1.64968  2.95350  0.06
H  -2.72996  0.31645  3.45824  0.08
H  -2.03847  0.34705  1.82594  0.04
Cl  -2.02565  8.43447  -1.03467  0.66
C  -1.81773  6.70926  -1.08183  -0.67
C  -2.83699  5.91707  -1.58542  -0.10
C  -2.67362  4.54062  -1.60257  -0.01
C  -1.50778  3.96411  -1.11919  -0.13
C  -0.48850  4.77549  -0.63486  -0.01
C  -0.63677  6.15501  -0.61576  -0.09
C  -1.37908  2.46601  -1.08966  -0.56
O  -2.21009  1.75985  -1.65353  0.00
O  -0.35256  2.01142  -0.44754  -0.20
H  -3.74438  6.37558  -1.95393  0.10
H  -3.45408  3.89578  -1.98425  0.12
H  0.42108  4.31882  -0.26626  0.11
H  0.14900  6.79512  -0.23853  0.11
C  2.74782  2.08078  -3.60067  -0.14
C  3.64019  0.97687  -3.02374  -0.14
C  2.61109  -0.01796  -2.52187  -0.17
O  1.51441  0.78009  -2.05673  -0.22
C  1.56136  2.09053  -2.64216  -0.18
H  2.42670  1.81303  -4.60945  0.11
H  3.24011  3.05100  -3.63902  0.12
H  4.23075  1.36220  -2.19075  0.12
H  4.30997  0.54061  -3.76360  0.12
H  2.96226  -0.62869  -1.69046  0.11
H  2.26405  -0.67830  -3.32030  0.11
H  1.68915  2.82109  -1.84258  0.11
H  0.61261  2.29502  -3.14112  0.12
O  -0.70161  -1.54148  -0.71100  -0.60
S  -2.19731  -1.11496  -0.74169  1.02
C  -2.72700  -1.56221  -2.43671  -0.23
C  -1.62340  -1.37431  -3.43935  -0.27
C  -0.83990  -2.46652  -3.79859  -0.03
C  0.14274  -2.33833  -4.76859  -0.08
C  0.35484  -1.11032  -5.38147  -0.10
C  -0.40550  -0.01118  -5.00560  -0.08
C  -1.39068  -0.14010  -4.03670  -0.03
C  -3.09468  -2.41191  0.14611  -0.27
C  -2.87645  -3.85338  -0.23887  -0.27
C  -3.98566  -4.69059  -0.32810  -0.05
C  -3.83678  -6.04317  -0.60235  -0.08
C  -2.57163  -6.57359  -0.80313  -0.08
C  -1.46035  -5.74499  -0.72312  -0.07
C  -1.60507  -4.39550  -0.43365  -0.04
H  -3.57258  -0.90397  -2.63948  0.11
H  -3.04713  -2.60126  -2.39228  0.09
H  -1.01167  -3.42645  -3.32435  0.11
H  0.73211  -3.20022  -5.05480  0.11
H  1.10696  -1.01301  -6.15481  0.10
H  -0.24526  0.94832  -5.48196  0.11
H  -1.98451  0.71546  -3.74198  0.11
H  -4.14038  -2.11592  0.01755  0.11
H  -2.83162  -2.23625  1.19208  0.08
H  -4.97641  -4.28122  -0.16315  0.11
H  -4.70934  -6.68187  -0.65257  0.10
H  -2.45085  -7.62821  -1.01451  0.10
H  -0.46884  -6.15246  -0.87347  0.11
H  -0.73144  -3.76506  -0.35465  0.10

Calculated values
* multiplicity: 2
* frontier orbital gap (alpha / beta): 0.2513 / 0.2298 Eh
* charge: 0
* HOMO energy (alpha / beta): -6.48 / -5.90 eV
* E_tot: -3834.48331 Ha